Below is one molecule with the formula C3H10N2S in a non-equilibrium geometry, with properties calculated with ωB97M-V with the def2-TZVPD basis set.

The geometry in XYZ format:
```
16
Properties=species:S:1:pos:R:3
N -2.50 0.58 -0.14
C -1.51 -0.38 0.35
N -0.36 0.39 0.88
C 0.93 -0.26 0.59
C 1.57 0.31 -0.70
S 2.50 -1.00 -1.55
H -2.50 1.51 0.20
H -3.43 0.21 -0.22
H -1.17 -0.88 -0.56
H -1.93 -0.94 1.18
H -0.40 1.34 0.57
H 0.91 -1.33 0.54
H 1.54 0.06 1.45
H 2.22 1.17 -0.62
H 0.76 0.55 -1.40
H 3.38 -1.33 -0.57
```

2S+1 = 1
SMILES = NCNCCS
frontier orbital gap = 9.53 eV
highest occupied orbital energy = -8.520 eV
energy = -17087.5695 eV
energy above the lowest of the compared OMol25 structures with the same formula, charge and spin = 23.9 kcal per mole
E_LUMO = 1.007 eV
M = 106.2 Da

***

Below is one molecule with the formula C3H10N2S in a non-equilibrium geometry, with properties calculated with ωB97M-V with the def2-TZVPD basis set.

The geometry in XYZ format:
```
16
Properties=species:S:1:pos:R:3
C -1.69 -0.10 1.08
C -1.22 -0.22 -0.34
S 0.75 -0.36 -0.44
C 1.28 1.21 0.25
N 1.15 -1.61 0.38
N 1.28 -0.64 -1.84
H -2.73 -0.53 1.31
H -0.89 -0.48 1.67
H -1.80 0.98 1.53
H -1.47 0.72 -1.02
H -1.60 -1.11 -0.83
H 1.81 1.64 -0.56
H 0.41 1.88 0.67
H 2.05 1.07 1.01
H 1.39 -2.38 -0.30
H 1.25 -0.08 -2.59
```

2S+1 = 1
SMILES = CCS(C)(=N)=N
frontier orbital gap = 9.42 eV
highest occupied orbital energy = -8.708 eV
energy = -17084.3469 eV
energy above the lowest of the compared OMol25 structures with the same formula, charge and spin = 98.2 kcal per mole
E_LUMO = 0.710 eV
M = 106.2 Da

***

Below is a 2-piece molecular cluster, C3H10N2S overall in a non-equilibrium geometry, with properties calculated with ωB97M-V with the def2-TZVPD basis set.

The geometry in XYZ format:
```
16
Properties=species:S:1:pos:R:3
H -1.46 -2.62 0.02
N -1.71 -1.78 -0.49
C -2.48 -1.06 0.21
N -2.88 0.19 -0.22
H -2.89 -1.37 1.17
H -2.94 0.91 0.48
H -2.40 0.44 -1.07
C 2.85 1.36 -0.66
S 2.47 0.66 0.98
C 0.90 -0.17 0.64
H 2.00 1.96 -0.98
H 3.02 0.56 -1.37
H 3.68 2.02 -0.46
H 0.66 -0.78 1.51
H 0.15 0.57 0.41
H 1.03 -0.88 -0.18
```

2S+1 = 1
SMILES = [H]/N=C/N.CSC
frontier orbital gap = 9.21 eV
highest occupied orbital energy = -8.373 eV
energy = -17088.2460 eV
energy above the lowest of the compared OMol25 structures with the same formula, charge and spin = 8.3 kcal per mole
E_LUMO = 0.835 eV
M = 106.2 Da

***

Below is a 2-piece molecular cluster, C3H10N2S overall in a non-equilibrium geometry, with properties calculated with ωB97M-V with the def2-TZVPD basis set.

The geometry in XYZ format:
```
16
Properties=species:S:1:pos:R:3
N -0.12 0.28 -1.90
C 1.18 -0.15 -1.84
C 1.96 -0.26 -0.78
N 1.66 0.38 0.48
H -0.40 0.74 -2.75
H -0.52 0.70 -1.07
H 1.63 -0.49 -2.78
H 2.80 -0.93 -0.79
H 2.30 0.11 1.20
H 1.67 1.39 0.39
C -1.87 -1.21 1.14
S -1.30 0.48 1.34
H -1.22 -1.82 0.52
H -1.97 -1.72 2.10
H -2.85 -1.26 0.68
H 0.09 0.28 0.95
```

2S+1 = 1
SMILES = N/C=C\N.CS
frontier orbital gap = 8.52 eV
highest occupied orbital energy = -7.708 eV
energy = -17087.5668 eV
energy above the lowest of the compared OMol25 structures with the same formula, charge and spin = 23.9 kcal per mole
E_LUMO = 0.811 eV
M = 106.2 Da

***

Below is C3H10N2S as an isolated structure in a non-equilibrium geometry, with properties calculated with ωB97M-V with the def2-TZVPD basis set.

The geometry in XYZ format:
```
16
Properties=species:S:1:pos:R:3
C -1.51 1.33 -2.43
C -1.67 0.37 -1.24
S -0.02 -0.15 -0.73
H -2.46 1.34 -2.98
H -1.33 2.36 -2.14
H -0.80 0.96 -3.17
H -2.23 0.79 -0.40
H -2.25 -0.48 -1.60
N 0.87 -1.71 2.25
C 1.91 -0.90 2.01
N 1.85 0.21 1.35
H 0.07 -1.57 1.69
H 1.12 -2.53 2.78
H 2.84 -1.16 2.51
H 2.69 0.76 1.47
H 0.92 0.38 0.64
```

2S+1 = 2
frontier orbital gap (alpha / beta) = 10.99 / 7.05 eV
highest occupied orbital energy (alpha / beta) = -14.077 / -13.732 eV
energy = -17080.6646 eV
total charge = +1
<S²> = 0.753
energy above the lowest of the compared OMol25 structures with the same formula, charge and spin = 11.4 kcal per mole
E_LUMO (alpha / beta) = -3.090 / -6.678 eV
M = 106.2 Da

***

Below is one molecule with the formula C3H10N2S2 in a non-equilibrium geometry, with properties calculated with ωB97M-V with the def2-TZVPD basis set.

The geometry in XYZ format:
```
17
Properties=species:S:1:pos:R:3
N 2.53 -0.63 -0.61
C 1.62 -0.15 0.41
C 0.23 -0.36 -0.11
N -0.26 -1.65 0.34
C -0.75 0.84 0.38
S -2.48 0.51 -0.23
S -3.30 2.41 -0.69
H 2.16 -1.55 -0.84
H 2.78 0.03 -1.40
H 2.08 0.75 0.70
H 1.70 -0.70 1.39
H 0.33 -0.53 -1.20
H -1.26 -1.61 0.39
H 0.12 -2.54 -0.13
H -0.39 1.83 -0.08
H -0.73 0.97 1.47
H -4.40 2.40 0.22
```

2S+1 = 1
SMILES = NC[C@@H](N)CSS
frontier orbital gap = 9.18 eV
highest occupied orbital energy = -8.856 eV
energy = -27922.3143 eV
energy above the lowest of the compared OMol25 structures with the same formula, charge and spin = 37.6 kcal per mole
E_LUMO = 0.320 eV
M = 138.3 Da